# 1
ORCA calculation (the ωB97M-V functional and the def2-TZVPD basis) on C21H31N3 in the gas phase.

Atoms and positions in Å:
C 1.323 -4.724 0.811
N 1.646 -3.321 0.962
H 1.926 -3.140 1.922
C 2.702 -2.892 0.065
H 3.595 -3.541 0.141
C 3.133 -1.436 0.317
N 2.119 -0.440 0.032
H 1.718 -0.620 -0.883
C 1.040 -0.317 0.995
C 0.213 0.949 0.706
N -0.433 0.803 -0.580
H 0.198 1.069 -1.326
C -1.740 1.388 -0.775
C -2.577 0.480 -1.697
C -2.851 -0.825 -1.012
C -4.057 -1.047 -0.360
C -4.284 -2.228 0.325
C -3.299 -3.199 0.378
C -2.092 -2.986 -0.265
C -1.873 -1.810 -0.959
H -0.931 -1.644 -1.458
H -1.316 -3.735 -0.220
H -3.473 -4.119 0.918
H -5.230 -2.388 0.823
H -4.827 -0.288 -0.390
H -3.513 0.988 -1.938
H -2.022 0.314 -2.622
H -1.702 2.401 -1.205
H -2.242 1.458 0.193
C 1.122 2.197 0.816
C 0.397 3.448 0.427
C -0.522 4.030 1.294
C -1.230 5.157 0.921
C -1.031 5.723 -0.328
C -0.114 5.156 -1.197
C 0.593 4.028 -0.821
H 1.309 3.592 -1.504
H 0.050 5.595 -2.171
H -1.585 6.603 -0.621
H -1.941 5.598 1.605
H -0.680 3.593 2.269
H 1.473 2.273 1.847
H 1.985 2.034 0.170
H -0.577 1.008 1.463
H 1.487 -0.229 1.990
H 0.365 -1.183 0.992
C 4.364 -1.112 -0.532
H 4.139 -1.250 -1.588
H 5.198 -1.757 -0.267
H 4.654 -0.078 -0.373
H 3.399 -1.328 1.377
H 2.318 -2.980 -0.958
H 2.183 -5.393 0.977
H 0.958 -4.893 -0.203
H 0.535 -4.984 1.516

Computed properties:
structure (SMILES): CNC[C@@H](C)NC[C@@H](Cc1ccccc1)NCCc1ccccc1
LUMO level: 0.9 eV
Kohn-Sham gap: 9.01 eV

=====

# 2
ORCA calculation (the ωB97M-V functional and the def2-TZVPD basis) on a molecular structure, C5H12AsF6MnN2O4S2.

Atoms and positions in Å:
Mn 0.385 1.926 0.187
O -1.853 0.851 0.863
S -1.827 2.317 0.944
O -3.007 3.023 1.232
O -0.573 2.646 1.750
O -1.170 2.697 -0.460
C -0.126 -2.124 1.236
N 0.368 -1.672 -0.077
C 1.811 -1.866 -0.290
C -0.365 -0.965 -0.931
S 0.527 0.318 -1.791
N -1.637 -1.116 -1.184
C -2.364 -0.113 -1.961
C -2.433 -2.214 -0.628
H 0.593 -1.784 1.982
H -0.187 -3.211 1.270
H -1.083 -1.668 1.459
H 2.040 -2.908 -0.072
H 2.393 -1.222 0.367
H 2.075 -1.670 -1.329
H -2.708 0.691 -1.315
H -3.204 -0.597 -2.450
H -1.708 0.305 -2.734
H -1.790 -3.050 -0.374
H -3.136 -2.527 -1.397
H -2.985 -1.874 0.247
F 1.819 1.065 1.132
As 3.305 2.331 0.800
F 2.919 1.881 -0.846
F 4.332 0.997 0.935
F 1.891 3.418 0.604
F 3.271 2.622 2.457
F 4.427 3.497 0.377

Computed properties:
spin multiplicity: 6
LUMO level (alpha / beta): -6.7 / -8.3 eV
total charge: +1
Kohn-Sham gap (alpha / beta): 7.78 / 6.14 eV

=====

# 3
ORCA calculation (the ωB97M-V functional and the def2-TZVPD basis) on C5H10O in the gas phase.

Atoms and positions in Å:
C -2.002 -1.081 -0.021
O -0.717 -0.965 0.539
C -0.010 1.169 -0.266
C 0.772 2.099 0.269
C 0.242 -0.324 -0.295
C 1.609 -0.751 0.212
H -2.699 -1.246 0.806
H -2.062 -1.932 -0.718
H -2.318 -0.172 -0.554
H -0.971 1.479 -0.678
H 1.744 1.874 0.704
H 0.451 3.138 0.302
H 0.121 -0.685 -1.332
H 1.675 -1.843 0.192
H 1.753 -0.421 1.246
H 2.412 -0.339 -0.407

Computed properties:
structure (SMILES): C=C[C@@H](C)OC
LUMO level: 1.1 eV
Kohn-Sham gap: 10.79 eV

=====

# 4
ORCA calculation (the ωB97M-V functional and the def2-TZVPD basis) on a molecular structure, C31H33BN10O4V.

Atoms and positions in Å:
V -0.096 0.254 -0.302
C -1.830 -1.669 3.138
C -1.630 -0.623 2.234
N -0.873 -1.027 1.224
N -0.555 -2.320 1.457
C -1.129 -2.729 2.601
B 0.122 -3.109 0.319
N 1.447 -2.413 -0.087
C 2.614 -3.011 -0.382
C 3.444 -2.084 -0.976
C 2.683 -0.912 -1.013
N 1.493 -1.121 -0.472
N -0.822 -3.088 -0.892
C -1.834 -3.914 -1.236
C -2.520 -3.332 -2.278
C -1.860 -2.108 -2.484
N -0.857 -1.962 -1.636
N 0.447 -4.549 0.720
C 0.587 -5.615 -0.104
C 1.158 -6.636 0.615
C 1.355 -6.081 1.894
N 0.939 -4.829 1.949
H -2.389 -1.651 4.057
H -1.976 0.398 2.266
H -0.975 -3.733 2.954
H 2.773 -4.050 -0.147
H 4.449 -2.232 -1.327
H 2.916 0.063 -1.407
H -1.994 -4.847 -0.722
H -3.369 -3.728 -2.807
H -2.080 -1.322 -3.189
H 0.292 -5.560 -1.138
H 1.397 -7.627 0.270
H 1.778 -6.541 2.774
O -1.906 0.604 -0.803
C -2.367 1.083 -1.934
C -1.594 1.548 -3.015
C -2.229 2.116 -4.137
C -1.485 2.591 -5.201
C -0.095 2.529 -5.217
C 0.548 1.959 -4.129
C -0.153 1.454 -3.028
O 0.508 0.891 -2.052
N -2.178 3.176 -6.340
O -3.400 3.198 -6.333
O -1.511 3.606 -7.270
H -3.453 1.100 -2.028
H -3.307 2.193 -4.166
H 0.453 2.914 -6.063
H 1.627 1.880 -4.108
C 3.491 1.176 1.557
C 2.607 0.900 2.774
C 2.099 -0.539 2.821
C 1.510 1.940 2.908
C 1.513 2.699 4.072
C 0.632 3.748 4.267
C -0.246 4.067 3.250
C -0.306 3.338 2.065
C -1.316 3.827 1.038
C -0.783 3.936 -0.390
C -2.629 3.046 1.117
C 0.543 2.214 1.905
N 0.434 1.404 0.783
H 4.285 0.429 1.484
H 3.952 2.163 1.637
H 2.908 1.153 0.640
H 3.243 1.038 3.655
H 1.447 -0.747 1.982
H 1.536 -0.723 3.739
H 2.934 -1.245 2.782
H 2.247 2.464 4.836
H 0.651 4.325 5.184
H -0.916 4.913 3.365
H -1.548 4.850 1.352
H -0.545 2.968 -0.818
H 0.125 4.544 -0.417
H -1.531 4.411 -1.028
H -2.494 2.007 0.824
H -3.369 3.480 0.438
H -3.035 3.082 2.132

Computed properties:
spin multiplicity: 3
LUMO level (alpha / beta): 2.6 / 2.6 eV
total charge: -1
Kohn-Sham gap (alpha / beta): 5.40 / 7.72 eV

=====

# 5
ORCA calculation (the ωB97M-V functional and the def2-TZVPD basis) on C4H5NO in the gas phase in a non-equilibrium geometry.

Atoms and positions in Å:
C -1.394 -0.986 -0.977
C -0.282 -0.342 -0.471
N -0.496 0.456 0.587
C 0.724 0.947 1.072
C 1.648 0.478 0.214
O 1.048 -0.300 -0.756
H -1.522 0.435 0.625
H -1.791 -1.750 -0.309
H -1.509 -1.152 -2.029
H 0.855 1.610 1.915
H 2.719 0.605 0.129

Computed properties:
structure (SMILES): C=C1NC=CO1
LUMO level: 0.9 eV
Kohn-Sham gap: 7.99 eV

=====

# 6
ORCA calculation (the ωB97M-V functional and the def2-TZVPD basis) on a molecular structure, C51H46BeGeN3P2STe in a non-equilibrium geometry.

Atoms and positions in Å:
Be -15.341 10.829 12.414
Te -12.641 11.313 8.424
C -11.896 13.318 8.235
C -10.949 13.600 7.239
C -10.377 14.898 7.276
N -10.769 15.898 8.068
C -11.760 15.592 8.967
C -12.314 14.343 9.059
C -13.729 11.080 10.181
P -15.480 11.464 10.486
C -16.546 10.622 9.259
C -16.052 9.609 8.462
C -16.883 8.699 7.847
C -18.274 8.860 7.998
C -18.764 9.874 8.822
C -17.919 10.773 9.498
C -16.136 13.081 10.920
C -16.689 13.090 12.409
C -17.017 14.505 12.792
C -17.184 15.508 11.873
C -16.955 15.280 10.461
C -16.441 14.074 10.025
P -13.154 10.547 11.789
C -11.943 11.724 12.567
C -12.212 13.074 12.368
C -11.519 14.054 13.077
C -10.553 13.685 14.018
C -10.177 12.364 14.042
C -10.857 11.362 13.344
C -12.122 9.057 11.590
C -10.951 9.126 10.740
C -10.241 7.948 10.599
C -10.575 6.742 11.185
C -11.716 6.720 11.935
C -12.442 7.869 12.176
H -10.575 12.827 6.573
H -9.591 15.100 6.571
H -12.032 16.380 9.659
H -13.158 14.166 9.717
H -15.018 9.513 8.402
H -16.538 7.995 7.130
H -18.976 8.242 7.437
H -19.826 9.937 9.065
H -18.296 11.560 10.108
H -17.591 12.433 12.394
H -17.112 14.766 13.839
H -17.446 16.501 12.188
H -17.017 16.110 9.759
H -16.116 13.943 9.011
H -13.060 13.345 11.733
H -11.733 15.129 12.955
H -10.118 14.461 14.636
H -9.370 12.079 14.730
H -10.507 10.319 13.349
H -10.613 10.018 10.216
H -9.392 7.952 9.940
H -10.021 5.820 11.092
H -12.173 5.804 12.307
H -13.288 7.909 12.887
C -15.628 12.333 13.315
Ge -15.587 12.261 15.279
C -15.018 13.908 16.168
C -15.140 14.154 17.528
C -14.732 15.371 18.071
C -14.163 16.309 17.227
C -14.010 16.078 15.875
C -14.491 14.875 15.325
C -14.228 11.013 15.890
C -14.603 9.858 16.608
C -13.650 9.147 17.339
C -12.320 9.553 17.320
C -11.938 10.636 16.567
C -12.869 11.389 15.878
C -17.314 11.664 16.151
C -18.525 11.788 15.433
C -19.737 11.324 16.000
C -19.782 10.816 17.297
C -18.603 10.695 17.983
C -17.375 11.085 17.436
H -14.626 12.811 13.122
H -15.516 13.380 18.204
H -14.902 15.612 19.120
H -13.838 17.204 17.689
H -13.442 16.833 15.310
H -14.385 14.672 14.250
H -15.652 9.558 16.671
H -13.952 8.307 17.943
H -11.584 9.060 17.964
H -10.902 10.937 16.577
H -12.528 12.339 15.430
H -18.549 12.357 14.509
H -20.658 11.490 15.404
H -20.731 10.604 17.788
H -18.684 10.338 19.004
H -16.458 10.945 18.052
C -16.309 5.207 12.067
N -16.405 6.464 12.824
C -16.067 7.693 12.309
N -15.738 7.769 11.051
S -16.055 8.987 13.444
H -16.810 4.372 12.606
H -15.249 4.955 11.942
H -16.747 5.317 11.052
H -16.543 6.447 13.828
H -15.832 7.021 10.400
H -15.481 8.649 10.620

Computed properties:
LUMO level: 1.8 eV
total charge: -1
Kohn-Sham gap: 4.22 eV

=====

# 7
ORCA calculation (the ωB97M-V functional and the def2-TZVPD basis) on 3 unconnected molecules or ions with the total composition C19H34NO8 in a non-equilibrium geometry.

Atoms and positions in Å:
O 0.513 1.915 -4.285
C 0.990 0.863 -5.153
C -0.149 -0.183 -5.542
C -1.418 -0.126 -4.614
C -1.147 -0.420 -3.105
C 0.126 -1.073 -2.700
C 0.392 -1.304 -1.274
C -0.631 -0.883 -0.280
C -0.251 -1.132 1.237
C 1.059 -0.242 1.508
C 1.062 0.466 2.919
O 2.339 1.143 3.050
N -1.819 -0.316 -0.681
C -2.096 -0.079 -2.033
H 1.110 1.933 -3.514
H 1.744 0.278 -4.536
H 1.552 1.230 -6.050
H 0.239 -1.247 -5.513
H -0.397 0.019 -6.627
H -2.176 -0.898 -4.957
H -1.939 0.870 -4.749
H 0.932 -1.379 -3.420
H 1.352 -1.763 -0.942
H 0.097 -2.203 1.272
H -1.095 -0.908 1.937
H 1.987 -0.834 1.288
H 1.026 0.592 0.738
H 0.259 1.264 2.994
H 0.923 -0.272 3.759
H 2.649 1.291 2.136
H -2.529 -0.055 0.015
H -3.061 0.385 -2.376
C 4.270 -1.726 3.389
C 5.387 -2.447 4.117
O 4.890 -3.575 4.846
C 4.589 -4.651 4.109
O 4.703 -4.748 2.912
O 4.113 -5.595 4.930
C 3.656 -6.769 4.259
H 3.471 -1.454 4.082
H 4.644 -0.822 2.907
H 3.822 -2.362 2.622
H 5.831 -1.774 4.852
H 6.184 -2.751 3.436
H 4.429 -7.180 3.609
H 2.754 -6.543 3.687
H 3.411 -7.510 5.017
C -6.662 4.117 0.306
C -5.946 5.312 -0.291
O -4.523 5.206 -0.127
C -3.909 4.352 -0.945
O -4.431 3.678 -1.798
O -2.601 4.349 -0.638
C -1.847 3.398 -1.379
H -6.373 3.980 1.351
H -7.743 4.249 0.250
H -6.403 3.196 -0.219
H -6.251 6.217 0.236
H -6.199 5.452 -1.344
H -1.992 3.526 -2.453
H -2.122 2.388 -1.073
H -0.793 3.556 -1.153

Computed properties:
LUMO level: -4.3 eV
total charge: +1
Kohn-Sham gap: 8.23 eV

=====

# 8
ORCA calculation (the ωB97M-V functional and the def2-TZVPD basis) on C4H7NO in the gas phase in a non-equilibrium geometry.

Atoms and positions in Å:
C 1.378 1.272 1.013
N 0.739 -2.641 -0.571
C -0.120 -1.875 -0.455
C -1.189 -0.877 -0.300
C -0.716 0.270 0.596
O 0.494 0.733 0.063
H 0.982 2.191 1.468
H 2.304 1.503 0.483
H 1.603 0.546 1.809
H -2.078 -1.355 0.124
H -1.451 -0.495 -1.292
H -1.479 1.066 0.617
H -0.589 -0.101 1.625

Computed properties:
structure (SMILES): COCCC#N
LUMO level: 0.8 eV
Kohn-Sham gap: 11.20 eV